The following is a DFT calculation (wB97M-V/def2-TZVPD) of C50H70CsGeN7OP3S as an isolated structure.

The spin multiplicity is 2. Its HOMO energy (alpha / beta) is -6.4502 / -6.4481 eV. The LUMO energy (alpha / beta) is -0.063 / -1.630 eV.

Geometry as XYZ:
```
134
Properties=species:S:1:pos:R:3:mulliken_charge:R:1
Cs 0.44 0.19 -0.13 1.835
C 3.66 -2.44 0.88 -1.331
C 4.44 -2.20 -0.41 0.469
C 5.12 -3.50 -0.87 -1.606
P 3.34 -1.36 -1.66 0.251
C 2.77 -2.80 -2.72 -1.624
N 1.77 -2.53 -3.73 -0.164
Ge -0.03 -1.21 -3.32 0.206
N -1.01 0.35 -4.03 0.921
C -1.38 1.48 -3.20 -0.147
P -2.73 1.14 -1.95 0.816
C -4.26 1.12 -3.02 0.549
C -5.53 1.46 -2.24 -1.679
C -4.44 -0.25 -3.67 -1.092
C -2.88 2.80 -1.12 0.583
C -3.55 2.61 0.24 -1.605
C -1.55 3.52 -0.90 -1.579
C -1.49 0.21 -5.30 -0.049
C -2.38 1.09 -5.94 -0.330
C -2.85 0.81 -7.21 -1.092
C -2.47 -0.34 -7.88 -1.165
C -1.57 -1.20 -7.28 0.363
C -1.08 -0.92 -6.02 -0.253
N -0.09 -1.77 -5.36 1.076
C 1.27 -1.66 -5.87 0.381
C 1.62 -1.14 -7.09 -0.169
C 2.94 -1.22 -7.53 -1.312
C 3.87 -1.85 -6.73 -0.732
C 3.54 -2.31 -5.47 -1.245
C 2.23 -2.17 -4.97 0.384
C -0.52 -3.17 -5.33 0.777
C -0.21 -4.07 -6.32 -0.407
C -0.71 -5.36 -6.25 -1.252
C -1.50 -5.72 -5.17 -0.910
C -1.78 -4.82 -4.15 -0.648
C -1.27 -3.52 -4.20 0.422
N -1.43 -2.54 -3.26 0.539
C -2.33 -2.69 -2.13 0.147
P -1.41 -2.84 -0.53 0.505
C -2.77 -2.79 0.75 0.501
C -4.16 -3.18 0.26 -1.555
C -2.81 -1.39 1.38 -1.239
C -0.86 -4.62 -0.57 0.714
C -1.95 -5.68 -0.49 -1.969
C 0.19 -4.84 0.53 -1.380
C 4.56 -0.30 -2.58 0.230
C 3.87 0.53 -3.67 -0.814
C 5.87 -0.91 -3.07 -1.538
H 4.31 -2.85 1.65 0.504
H 2.85 -3.15 0.72 0.059
H 3.22 -1.51 1.27 0.329
H 5.22 -1.46 -0.21 0.569
H 4.38 -4.29 -0.99 0.301
H 5.83 -3.83 -0.11 0.444
H 5.66 -3.38 -1.81 0.312
H 2.34 -3.49 -1.98 0.426
H 3.63 -3.32 -3.15 0.733
H -1.60 2.35 -3.83 0.851
H -0.52 1.77 -2.60 -2.029
H -4.13 1.89 -3.79 0.231
H -5.67 0.77 -1.40 0.293
H -6.40 1.34 -2.89 0.479
H -5.54 2.48 -1.85 0.395
H -4.79 -0.97 -2.93 0.241
H -3.53 -0.64 -4.11 -0.073
H -5.20 -0.20 -4.46 0.459
H -3.51 3.43 -1.76 0.576
H -2.89 2.05 0.91 0.238
H -4.50 2.07 0.18 0.336
H -3.75 3.58 0.71 0.514
H -0.89 2.93 -0.26 0.145
H -1.74 4.46 -0.38 0.588
H -1.03 3.76 -1.83 0.341
H -2.72 1.97 -5.43 0.367
H -3.54 1.51 -7.67 0.431
H -2.86 -0.56 -8.87 0.436
H -1.27 -2.11 -7.78 0.539
H 0.87 -0.69 -7.73 0.585
H 3.21 -0.82 -8.50 0.395
H 4.89 -1.97 -7.07 0.430
H 4.30 -2.78 -4.86 0.616
H 0.41 -3.76 -7.15 0.581
H -0.48 -6.08 -7.03 0.435
H -1.90 -6.73 -5.11 0.437
H -2.37 -5.15 -3.31 0.201
H -3.02 -3.52 -2.30 0.812
H -2.93 -1.79 -2.03 -1.944
H -2.44 -3.50 1.52 0.727
H -4.54 -2.45 -0.45 0.123
H -4.85 -3.20 1.11 0.500
H -4.19 -4.17 -0.21 0.276
H -3.04 -0.64 0.61 0.118
H -1.87 -1.12 1.85 0.135
H -3.59 -1.34 2.14 0.503
H -0.36 -4.70 -1.54 0.005
H -2.43 -5.68 0.49 0.358
H -1.52 -6.67 -0.65 0.461
H -2.73 -5.54 -1.24 0.317
H -0.26 -4.77 1.52 0.370
H 0.98 -4.10 0.47 0.086
H 0.63 -5.83 0.44 0.473
H 4.82 0.40 -1.77 0.450
H 3.83 -0.02 -4.61 0.103
H 4.40 1.46 -3.85 0.680
H 2.84 0.77 -3.39 -0.418
H 5.71 -1.71 -3.79 0.161
H 6.47 -1.30 -2.25 0.417
H 6.46 -0.14 -3.57 0.441
S 0.47 0.12 3.09 -0.444
C 0.60 1.84 3.06 0.293
C 0.62 2.54 4.30 -0.759
C 0.71 3.91 4.32 -0.238
C 0.77 4.61 3.11 -1.183
C 0.75 3.87 1.96 -0.025
N 0.67 2.53 1.90 -0.042
H 0.56 1.97 5.21 0.416
H 0.73 4.44 5.27 0.370
H 0.83 5.69 3.08 0.429
H 0.78 4.37 1.00 0.443
N 4.34 6.89 -1.64 -0.340
C 3.45 6.46 -2.58 0.232
O 3.14 7.12 -3.54 -0.616
C 2.85 5.10 -2.33 0.876
C 2.26 4.45 -3.41 -1.124
C 1.70 3.20 -3.20 0.012
N 1.67 2.60 -2.01 0.638
C 2.23 3.24 -0.98 -0.700
C 2.82 4.48 -1.09 -1.088
H 4.82 7.75 -1.84 0.247
H 4.75 6.26 -0.98 0.183
H 2.26 4.92 -4.38 0.542
H 1.25 2.66 -4.02 0.366
H 2.17 2.74 -0.02 0.500
H 3.22 4.96 -0.20 0.352
```

***

The following is a DFT calculation (wB97M-V/def2-TZVPD) of one molecule with the formula C23H27FN2O5S.

As for the structure (SMILES): COc1cc2c(cc1OC)CN(C(=O)C1CCN(S(=O)(=O)c3ccccc3F)CC1)CC2. Its HOMO energy is -8.0876 eV. The LUMO energy is 0.649 eV.

Geometry as XYZ:
```
59
Properties=species:S:1:pos:R:3:mulliken_charge:R:1
C -2.62 1.22 -7.98 -0.750
H -2.49 0.14 -8.09 0.254
O -2.92 1.58 -6.66 -0.478
C -2.04 1.39 -5.64 0.441
C -2.48 1.90 -4.42 -1.039
C -1.71 1.81 -3.27 0.511
C -0.48 1.18 -3.34 0.106
C -0.03 0.65 -4.54 -0.456
C -0.79 0.75 -5.70 1.405
O -0.37 0.24 -6.90 -0.482
C 0.88 -0.40 -6.97 -0.931
H 0.99 -0.71 -8.01 0.251
H 1.70 0.28 -6.71 0.341
H 0.92 -1.28 -6.32 0.343
H 0.93 0.16 -4.56 0.456
C 0.32 1.12 -2.07 -1.325
N -0.51 0.72 -0.94 0.368
C 0.04 -0.15 -0.05 -0.018
O 1.19 -0.52 -0.17 -0.692
C -0.84 -0.58 1.12 0.405
H -1.89 -0.59 0.80 0.718
C -0.50 -2.00 1.61 -1.223
C 0.85 -2.05 2.32 -1.165
N 0.94 -1.07 3.38 0.100
S 0.23 -1.48 4.83 1.197
O -0.12 -2.87 4.83 -0.668
O -0.78 -0.52 5.20 -0.654
C 1.62 -1.26 5.96 0.120
C 1.39 -1.40 7.32 0.444
C 2.42 -1.26 8.24 -0.650
C 3.69 -0.98 7.78 -0.309
C 3.93 -0.85 6.42 -0.796
C 2.90 -0.99 5.52 -0.163
H 3.06 -0.90 4.46 0.383
H 4.93 -0.64 6.07 0.402
H 4.50 -0.87 8.49 0.376
H 2.21 -1.37 9.29 0.444
F 0.16 -1.68 7.76 -0.273
C 0.70 0.28 2.93 -1.450
C -0.68 0.41 2.28 -0.723
H -0.81 1.44 1.93 0.488
H -1.43 0.21 3.04 0.431
H 0.77 0.93 3.79 0.509
H 1.48 0.53 2.21 0.581
H 1.00 -3.03 2.77 0.579
H 1.66 -1.85 1.60 0.461
H -0.49 -2.69 0.76 0.437
H -1.27 -2.32 2.32 0.487
C -1.88 1.19 -0.90 -0.466
H -2.12 1.57 0.10 0.397
C -2.12 2.30 -1.92 -1.404
H -3.18 2.58 -1.91 0.394
H -1.53 3.18 -1.65 0.364
H -2.57 0.36 -1.13 0.232
H 0.74 2.12 -1.86 0.230
H 1.14 0.41 -2.14 0.468
H -3.45 2.38 -4.40 0.426
H -1.73 1.73 -8.35 0.278
H -3.48 1.54 -8.57 0.291
```

***

The following is a DFT calculation (wB97M-V/def2-TZVPD) of C24H20N3O as an isolated structure.

The total charge is +1. Its HOMO energy is -10.5473 eV. The LUMO energy is -6.541 eV.

Geometry as XYZ:
```
48
Properties=species:S:1:pos:R:3:mulliken_charge:R:1
C -1.91 -3.00 1.98 -1.778
C -0.93 -2.47 3.03 -0.761
N -0.37 -1.11 2.51 0.744
C 0.95 -0.68 2.24 0.450
C 2.20 -1.30 2.24 -0.747
C 3.37 -0.57 1.96 -0.774
C 3.31 0.83 1.75 -0.709
C 2.08 1.48 1.75 -0.336
C 0.92 0.73 1.95 0.265
C -0.47 1.11 1.96 0.099
C -1.22 -0.06 2.25 1.167
C -2.60 -0.06 2.25 -0.403
C -3.26 1.12 1.92 -1.023
C -2.53 2.30 1.70 -0.714
C -1.13 2.32 1.74 -0.569
H -1.69 -4.05 1.80 0.441
H -2.94 -2.94 2.32 0.425
H -1.89 -2.52 0.99 0.370
H -0.03 -3.05 2.87 0.354
H 2.26 -2.37 2.47 0.257
H 4.35 -1.06 1.92 0.398
H 4.24 1.38 1.58 0.387
H 2.00 2.57 1.60 0.391
H -3.14 -0.97 2.48 0.367
H -4.35 1.12 1.85 0.425
H -3.08 3.22 1.50 0.374
H -0.55 3.22 1.58 0.450
O -0.14 -0.79 5.30 -0.542
C -1.18 -1.41 5.31 0.169
C -2.16 -1.19 6.41 0.208
C -3.01 -2.22 6.87 0.938
C -3.86 -1.97 7.96 -0.885
C -3.88 -0.71 8.58 -0.491
C -3.00 0.29 8.15 -0.665
C -2.12 0.03 7.08 -0.615
C -2.97 -3.56 6.22 -1.174
C -2.37 -3.63 4.78 -0.569
C -1.34 -2.60 4.40 1.826
N 0.06 -3.40 5.31 0.438
N 0.98 -4.02 5.05 -0.507
H -4.56 -2.74 8.33 0.407
H -4.60 -0.47 9.40 0.363
H -2.97 1.29 8.61 0.393
H -1.38 0.76 6.77 0.508
H -2.44 -4.29 6.86 0.427
H -4.01 -3.94 6.20 0.504
H -1.93 -4.64 4.72 0.253
H -3.22 -3.68 4.11 0.464
```

***

The following is a DFT calculation (wB97M-V/def2-TZVPD) of a 5-piece molecular cluster, C30H30O20P overall.

The total charge is -1. Its HOMO energy is -4.2078 eV. The LUMO energy is -0.339 eV.

Geometry as XYZ:
```
81
Properties=species:S:1:pos:R:3:mulliken_charge:R:1
O 0.82 0.94 5.07 -0.651
C 0.62 1.70 4.16 0.257
O 1.23 1.52 2.94 -0.270
C -0.25 2.92 4.23 -0.577
C -0.78 3.44 2.88 0.807
C -2.13 4.15 3.00 -1.227
C -3.38 3.25 3.09 0.422
C -3.86 2.81 4.48 -0.735
O -3.51 1.49 4.72 -0.495
P -3.14 0.58 3.24 0.428
O -3.30 2.11 2.29 -0.417
H 1.22 0.56 2.80 0.274
H 0.38 3.70 4.70 0.448
H -1.07 2.66 4.91 0.194
H -0.05 4.17 2.50 -0.046
H -0.82 2.64 2.14 -0.173
H -2.25 4.78 2.11 0.455
H -2.10 4.83 3.86 0.290
H -4.20 3.88 2.70 0.219
H -4.97 2.88 4.46 0.350
H -3.53 3.48 5.28 0.304
H -2.96 -0.63 4.00 0.024
H -1.73 0.92 3.44 -0.332
H -2.80 -0.11 2.00 -0.485
H -4.55 0.35 3.05 0.064
C 0.31 0.47 -3.20 -0.797
C -0.46 0.72 -2.13 0.029
C 0.13 0.97 -0.77 1.092
O -0.63 1.20 0.14 -0.373
C 1.57 0.91 -0.60 -1.248
C 2.34 0.67 -1.67 0.557
C 1.75 0.44 -3.04 1.000
O 2.54 0.23 -3.94 -0.690
O 3.67 0.60 -1.64 -0.631
O -1.79 0.76 -2.16 -0.655
H -0.09 0.28 -4.18 0.460
H 1.95 1.07 0.40 0.499
H 3.94 0.41 -2.55 0.353
H -2.09 0.96 -1.25 0.373
C -3.59 -3.58 -1.44 -0.938
C -2.44 -2.99 -1.06 0.199
C -1.15 -3.20 -1.83 1.210
O -0.15 -2.63 -1.43 -0.632
C -1.16 -4.07 -2.99 -1.209
C -2.31 -4.65 -3.36 0.435
C -3.60 -4.43 -2.61 1.080
O -4.59 -5.00 -3.05 -0.664
O -2.43 -5.46 -4.40 -0.575
O -2.36 -2.21 -0.01 -0.474
H -4.52 -3.43 -0.90 0.487
H -0.24 -4.22 -3.53 0.441
H -3.38 -5.72 -4.42 0.364
H -1.45 -1.89 0.09 0.241
C 2.09 -7.56 -2.35 -1.124
C 2.03 -8.89 -2.18 0.389
C 1.33 -9.80 -3.16 1.045
O 1.35 -10.99 -2.90 -0.642
C 0.67 -9.22 -4.30 -0.923
C 0.73 -7.89 -4.48 0.364
C 1.46 -6.98 -3.51 1.066
O 1.47 -5.79 -3.77 -0.619
O 0.16 -7.26 -5.49 -0.603
O 2.58 -9.53 -1.15 -0.581
H 2.60 -6.90 -1.66 0.461
H 0.16 -9.88 -4.99 0.425
H 0.32 -6.31 -5.36 0.362
H 2.38 -10.48 -1.29 0.371
C 2.06 7.66 1.56 -1.170
C 2.99 8.62 1.42 0.461
C 4.41 8.32 0.99 1.122
O 5.16 9.28 0.88 -0.651
C 4.79 6.95 0.74 -0.964
C 3.86 5.98 0.88 0.271
C 2.44 6.29 1.29 0.908
O 1.69 5.34 1.37 -0.452
O 4.10 4.70 0.68 -0.568
O 2.77 9.91 1.64 -0.590
H 1.05 7.87 1.87 0.468
H 5.81 6.74 0.45 0.434
H 3.25 4.23 0.86 0.308
H 3.61 10.36 1.46 0.368
```

***

no.,largest force on an atom (eV/Å),E (hartree)
1,1.14,-5925.15214
2,1.19,-1876.38063
3,7.87,-1165.74061
4,0.67,-3007.32403